{"formula": "C10H16O", "method": "wB97M-V/def2-TZVPD", "e_lumo_ev": 0.909, "multiplicity": 1, "smiles": "Cc1ccc(O)cc1.CCC", "relative_energy_ev": 1.299, "molar_mass_da": 152.24, "gap_ev": 9.416, "symbols": ["C", "C", "C", "C", "C", "C", "C", "O", "H", "H", "H", "H", "H", "H", "H", "H", "C", "C", "C", "H", "H", "H", "H", "H", "H", "H", "H"], "xyz": [[0.76065, -1.30608, 3.02794], [1.33032, 0.28572, 1.18618], [0.41434, -0.15289, 2.12150], [1.05996, 1.41370, 0.38229], [-0.89142, 0.36632, 2.08172], [-0.21324, 1.84890, 0.34841], [-1.23916, 1.38774, 1.19966], [-0.64070, 2.86660, -0.50257], [2.30108, -0.19052, 1.11381], [1.94860, 1.87966, -0.02382], [-0.12493, -1.71949, 3.51195], [1.34704, -0.93662, 3.88393], [-1.72002, -0.03631, 2.64824], [-2.22717, 1.80635, 1.26578], [0.06983, 3.44829, -0.72485], [1.39026, -2.08370, 2.60247], [-0.35303, -2.34951, -3.08221], [-0.95225, -0.93513, -3.36965], [0.72991, -2.29521, -2.00661], [-1.18674, -2.98082, -2.75993], [0.05785, -2.83944, -3.96670], [-1.77671, -1.07458, -4.05812], [1.54489, -1.64976, -2.32518], [0.39777, -1.95356, -1.03152], [1.03697, -3.31953, -1.79320], [-1.21674, -0.53233, -2.39471], [-0.14286, -0.32733, -3.77385]], "forces_ev_per_a": [[0.173, 0.543, 1.193], [-0.061, 0.935, 0.402], [-0.508, -1.335, -0.664], [1.578, -1.805, 0.992], [-0.210, 0.619, -0.648], [-2.576, 2.313, -0.379], [1.731, -1.231, 0.442], [-0.492, -0.608, 0.482], [0.084, 0.137, 0.193], [-0.484, 0.180, -0.850], [-0.044, -0.257, -0.347], [-0.013, 0.079, -0.176], [0.328, -0.177, 0.531], [-0.079, 0.214, -0.539], [0.831, 0.418, -0.291], [-0.261, -0.062, -0.386], [-0.548, 0.694, 0.442], [1.328, -1.599, 0.291], [-0.383, -0.634, -0.007], [0.136, -0.109, 0.125], [-0.027, 0.250, -0.173], [-0.220, 0.578, -0.025], [0.288, -0.195, 0.026], [-0.424, 0.475, 0.020], [0.616, 0.032, -0.229], [-0.474, 0.268, -0.171], [-0.288, 0.276, -0.253]]}